(1)
C27H52P2PdSi | ωB97M-V/def2-TZVPD

Cartesian coordinates (Å):
Pd 0.00000 0.00000 0.00000
P 1.48630 1.31960 -1.08100
P -1.08790 0.07250 -1.99200
Si -1.50160 2.25060 0.71720
C 2.89710 0.57030 -2.00480
C -1.58970 3.80500 -0.36080
C 0.23670 -0.49720 -8.47260
C -1.06920 -1.17750 -8.00600
C -3.38810 2.03710 1.01020
C 0.60250 2.25580 -2.41360
C -0.28170 1.27090 -3.18540
C 1.04000 0.08490 -7.33440
C -1.20750 -1.42560 -3.06080
C 2.32740 2.64820 -0.13340
C -0.05420 2.40040 -7.01520
C -2.03970 -0.49020 2.57530
C -0.82410 -0.94820 1.83240
C 0.52870 -0.47300 2.08380
C 1.40420 -1.18730 1.20250
C -1.03090 3.20980 2.27710
C 2.90200 -1.14440 1.23320
C -2.06700 -0.32530 -7.26660
C -1.91720 -2.78000 0.34360
C 0.90980 1.27660 -6.73930
C -0.76970 -1.93430 0.80740
C -2.18000 1.00630 -7.19450
C -1.31780 2.06540 -7.83820
C 0.90750 0.52150 3.13720
C -2.84470 0.62080 -1.97660
C 0.60960 -2.06580 0.37380
C 1.14320 -3.10710 -0.56370
H 0.96160 0.05180 4.12910
H -1.69860 -3.26160 -0.61280
H 1.57760 3.25990 0.37760
H -0.01390 2.99290 -1.88940
H -2.98290 1.39120 -6.56520
H 0.17170 1.33070 3.18030
H -2.95170 -0.70490 2.01210
H -1.53540 -1.15670 -4.07130
H 3.33160 -1.50770 0.29630
H 1.51630 -3.98410 -0.01510
H -1.56370 -1.63180 -8.87910
H -1.99840 0.58920 2.74940
H 0.84520 -1.26090 -8.97140
H 3.02350 2.24130 0.60850
H -3.68580 1.42520 1.87190
H -3.22120 0.57880 -3.00150
H 1.80870 -0.57600 -6.93290
H 0.04860 3.46360 2.27310
H -1.34270 2.69960 3.20710
H -1.60050 4.16090 2.30700
H -1.04170 1.78430 -3.78450
H -2.12150 -3.57740 1.07090
H 0.36820 -3.45420 -1.25260
H 3.28030 -1.78700 2.03950
H -1.03880 1.78960 -8.85670
H -2.88540 1.66160 -1.64100
H -0.23030 -1.91310 -3.11590
H -3.45820 0.00090 -1.31310
H 3.31170 1.27360 -2.73580
H 2.86260 3.27400 -0.85210
H -1.99120 3.62140 -1.37490
H -2.83180 -2.19180 0.22980
H -2.11220 -0.99770 3.54660
H -1.90690 2.98610 -7.92540
H -0.37130 2.80930 -6.04550
H 3.27560 -0.13290 1.41520
H 1.30640 2.78030 -3.07030
H 1.88340 0.96720 2.92410
H -0.80570 -2.02050 -7.35170
H 0.32800 0.67150 -3.87240
H 0.48580 3.22120 -7.51330
H 3.68580 0.28350 -1.30470
H 1.96860 -2.71300 -1.16370
H -3.96820 1.66420 0.15690
H -0.60690 4.31900 -0.38590
H 0.01630 0.25480 -9.23220
H -2.28650 4.53000 0.10690
H 1.60070 1.48680 -5.92190
H -3.79740 3.04240 1.23830
H 2.55580 -0.33120 -2.52130
H -2.80400 -0.90390 -6.70800
H -1.92650 -2.13140 -2.63700

Its total charge is +2. Its total energy is -58759.036 eV. For the energy above the lowest of the compared OMol25 structures with the same formula, charge and spin, the calculation gives 0.000 eV. The spin multiplicity is 5.

(2)
C27H52P2RuSi | ωB97M-V/def2-TZVPD

Cartesian coordinates (Å):
Ru 0.50533 -0.78804 0.81918
P -1.75934 2.20697 -2.95447
P -3.42965 -0.29446 -2.53613
Si 3.58867 -2.38790 -0.11182
C -5.08629 0.54896 -2.50545
C -4.03813 -1.48847 -3.82414
C -0.04814 2.56773 0.50199
C -0.68962 -0.78124 3.29445
C 4.14969 -3.46807 1.32531
C 1.23190 1.92263 0.18129
C 0.84581 0.92011 3.36546
C 1.47422 2.19273 3.80007
C -2.73797 0.91798 -3.78918
C -0.48782 0.56255 3.64274
C -3.03521 3.51144 -2.84293
C -1.10817 -0.63645 -0.67233
C 0.64357 0.69747 -1.96972
C 1.68081 -2.18588 -0.07283
C 3.95557 -3.34940 -1.69322
C 1.48696 0.93336 -0.75131
C -1.37642 1.82760 0.19060
C 1.53394 -0.22044 2.82668
C 4.60038 -0.81482 -0.19042
C -1.45620 0.34716 0.28322
C -0.30791 -0.49778 -1.93279
C 2.99955 -0.37381 2.97019
C 0.96722 -2.75289 3.05474
C 0.56531 -1.34853 2.79905
C -1.47690 1.42660 4.34276
C -0.81663 2.88034 -4.37643
C -1.89195 -1.57814 3.62192
H -3.87965 3.20513 -2.21694
H 4.37486 -2.92326 2.24922
H -1.54995 3.26943 -5.09212
H -0.98203 -0.45562 -2.81587
H 3.26665 -0.54729 4.02867
H -2.12179 0.42988 -4.57192
H 1.67157 2.19489 4.88427
H 1.28825 -3.14196 0.33981
H 3.53292 0.53295 2.64473
H -1.75451 2.16280 -0.80682
H 3.66924 -2.76999 -2.58126
H -2.30237 0.02991 0.92140
H 0.10224 1.65049 -2.15645
H -0.15157 3.56064 0.01511
H 5.02868 -3.57011 -1.75893
H -2.81106 -1.03632 3.35284
H 1.17302 -2.86764 4.12528
H -0.20435 2.10087 -4.84738
H 1.29095 0.54857 -2.84780
H 2.04949 2.24060 0.82142
H -1.75290 -1.53575 -0.62481
H 3.37223 -1.22469 2.39186
H 2.51312 0.55371 -0.84406
H 1.86052 -3.02166 2.49222
H -3.57987 1.45830 -4.27175
H 3.40276 -4.24079 1.54887
H 0.81460 3.04610 3.59336
H 0.27180 -1.42784 -2.08380
H 4.41668 -0.27319 -1.12897
H -5.08811 1.43427 -1.86901
H -1.50829 1.21417 5.42637
H 5.66877 -1.08006 -0.16546
H -2.12190 2.23049 0.89967
H 1.44411 -2.25654 -1.15782
H -2.59103 4.42773 -2.44159
H 0.15821 -3.43399 2.78606
H 3.40885 -4.30212 -1.71239
H -4.73355 -2.18767 -3.34373
H -2.48674 1.26453 3.94069
H -0.16128 3.69568 -4.04080
H -4.56122 -0.93333 -4.61199
H -5.83755 -0.15966 -2.14609
H 5.07391 -3.98478 1.02461
H -1.87125 -2.53050 3.07637
H -0.03887 2.76017 1.59068
H 2.42864 2.36640 3.29037
H -5.34498 0.83541 -3.53427
H 4.40552 -0.13433 0.64536
H -1.22113 2.48700 4.22288
H -3.20650 -2.04601 -4.25997
H -1.94118 -1.80248 4.70189
H -3.36653 3.69012 -3.87847

Its total charge is +1. Its total energy is -57868.991 eV. For the energy above the lowest of the compared OMol25 structures with the same formula, charge and spin, the calculation gives 1.001 eV. The spin multiplicity is 6.

(3)
C27H53Cl14N4O5 | ωB97M-V/def2-TZVPD

Cartesian coordinates (Å):
Cl 2.81776 -3.69317 -3.21549
Cl 4.43025 3.14605 -6.60994
Cl 0.22286 2.91268 -5.26140
Cl 5.51800 5.35807 2.69915
Cl -5.60827 -1.74254 5.03310
Cl 6.83704 -0.28246 0.91595
Cl -6.33001 -0.06540 2.22512
Cl 4.30937 -0.12675 3.36333
Cl -3.44167 3.15646 0.03206
Cl -2.32652 2.06179 -3.36616
Cl -0.14780 -6.80221 -3.18755
Cl 4.57374 -0.00253 -5.52553
Cl -4.71340 2.76161 3.07983
Cl 2.96760 3.28138 3.25364
O 3.87294 1.86600 -0.94916
O 4.56771 3.89277 -1.70496
O -0.35001 -2.16413 -3.03463
O -2.35351 -3.15468 2.42697
O 2.37224 3.55874 -1.28269
N 0.87743 0.48358 0.81397
N -2.43662 -2.30301 -2.14436
N -2.60801 -4.22873 4.43408
N 1.52944 -0.02412 -1.17899
C -2.14310 -3.37012 -1.21651
C -5.15275 3.39460 0.48754
C -2.94781 -3.93232 3.16283
C 1.32182 0.99367 -0.35384
C -1.47014 -3.58222 5.04902
C -1.10891 1.11725 2.12691
C 1.15341 -1.20216 -0.56103
C -1.12494 3.30696 -2.87568
C 4.15111 2.64465 -4.89958
C 0.22287 3.05100 -3.48062
C 5.09076 -0.10279 0.73245
C 0.60486 -0.85358 0.61190
C -3.25874 -5.31635 5.13927
C 0.94640 -5.54668 -3.82370
C 4.37811 4.69854 1.46955
C 2.10999 0.11781 -2.50036
C 1.70372 -4.95530 -2.65775
C 4.46731 0.75410 1.80970
C 4.98407 1.45270 -4.53892
C -4.76971 -0.81827 2.60944
C -1.48426 -1.75281 -2.91062
C 0.40394 1.27036 1.94286
C -5.27665 3.95786 1.88813
C -3.79563 -1.80752 -2.11819
C -4.41232 -0.81531 4.06349
C 3.00226 4.54254 2.02484
C 3.61852 3.11026 -1.32622
H -2.97691 -3.56063 -0.54570
H 0.88919 1.01191 2.88273
H -4.10298 -5.70818 4.58590
H 6.04819 1.63805 -4.66919
H -1.62216 1.67029 1.34228
H 1.63926 -5.98316 -4.54420
H -4.48260 -2.64721 -2.24243
H -2.01784 -4.32894 -1.74317
H 1.16944 -2.14224 -1.07870
H 4.82576 0.31869 -0.24204
H 0.61359 2.31684 1.74414
H 2.70317 -0.74474 -2.80523
H 2.67389 5.45792 2.51903
H -1.78502 -3.00102 5.91833
H -1.84756 -0.92848 -3.54128
H -2.52891 -6.06074 5.46118
H -4.03975 -1.33637 -1.15900
H -3.41807 -1.23301 4.20563
H -4.03619 -0.30648 1.99293
H 5.09060 1.62386 1.98162
H -1.22072 -3.22228 -0.66041
H 4.40773 3.49776 -4.27564
H -4.82709 -1.83834 2.23605
H -4.00395 -1.05423 -2.87492
H 1.31005 0.07506 -3.24642
H -1.52617 4.27400 -3.17148
H 4.61666 -1.08802 0.72383
H -1.40322 1.58767 3.07163
H 2.19871 -5.70108 -2.04441
H 4.72660 3.74930 1.06909
H 0.11477 -1.42006 1.38369
H 4.87397 1.18640 -3.48851
H -3.64698 -4.89619 6.07813
H 4.35257 5.42078 0.65932
H -4.42867 0.16719 4.52772
H 0.35862 -4.82608 -4.38385
H 3.09548 2.40219 -4.80910
H 0.86255 3.89404 -3.21668
H -5.56932 4.13096 -0.19774
H 2.28521 4.34712 1.22557
H -1.07910 3.29468 -1.79031
H -6.31932 4.17839 2.10707
H 1.72684 2.01390 -0.52928
H -1.03486 -2.88929 4.33013
H -3.81976 -4.48792 2.78072
H 3.45437 1.01964 1.53597
H -1.45747 0.09289 2.23916
H 2.71806 1.02170 -2.53091
H 0.68676 2.16244 -3.07068
H -0.65492 -4.27278 5.27566
H -4.71594 4.88619 1.94936
H 0.97911 -4.44560 -2.02031
H -5.65043 2.43690 0.38350

Its total charge is -1. Its total energy is -220374.281 eV.

(4)
C27H54Cl2N3O4Si2Sr | ωB97M-V/def2-TZVPD

Cartesian coordinates (Å):
Sr -2.24252 0.02237 1.16379
Cl -5.09602 0.18748 0.40480
Cl -0.92586 -0.42858 -0.90226
Si -0.70569 0.52220 -3.51141
Si 0.12293 -4.35750 0.05787
O 0.00174 -0.57266 2.27125
O 0.80685 1.05744 -2.72068
O -3.14961 -2.16089 1.68524
O -1.04773 2.43039 0.73022
N 0.57525 3.79792 -0.20642
N 1.75317 -0.83746 3.69264
N -5.24812 -2.81739 1.17508
C 1.08557 -0.15031 4.78126
C 2.75124 0.36773 -1.32591
C -6.13961 -3.42396 0.18263
C 0.14924 0.75928 -5.22202
C 1.22191 -0.90545 2.47336
C -1.32746 -5.25050 -0.77022
C 3.08280 -1.35185 3.97144
C 0.00422 3.07245 0.80822
C 3.12013 1.73506 -4.96538
C 1.67639 -5.45810 -0.03591
C 2.23130 0.74184 -2.74655
C 4.89712 3.56107 -3.44991
C -2.17226 -0.90306 -3.64569
C 4.38506 0.18074 0.95830
C 2.49284 1.16381 -0.20762
C 4.51256 -0.73212 -0.09897
C -5.85499 -2.30145 2.40585
C 3.99852 2.56925 -2.78197
C -0.35111 -4.14537 1.86444
C -0.16989 4.02163 -1.43664
C 0.28984 -2.70083 -0.79026
C 3.28902 1.06080 0.94459
C 3.16507 1.72506 -3.44680
C 3.68166 -0.67935 -1.20952
C -2.07717 1.85579 -3.17845
C 1.86726 4.49396 -0.11030
C -4.00992 -2.47023 0.83422
H -7.14231 -2.96704 0.30507
H 2.07673 1.75064 -5.27070
H 3.81000 -0.51907 4.03487
H 0.17497 -2.70631 -1.88951
H -2.98504 1.49025 -3.64336
H 3.02409 1.68314 1.80435
H 1.12731 -0.77950 5.66954
H 0.23727 4.90943 -1.93061
H -0.46946 0.75146 -6.12868
H 1.09699 -1.97746 -0.55863
H 5.55224 3.10592 -4.22225
H -5.78254 -3.30973 -0.86788
H -2.25093 -1.55598 -4.51934
H 2.35541 -0.19375 -3.30844
H 3.03285 -1.85886 4.94977
H 3.78883 -1.43250 -2.00018
H 3.32857 -2.04119 3.14413
H -2.12640 -1.53698 -2.74709
H -6.08348 -3.11855 3.08995
H -6.76357 -1.78712 2.10544
H 5.14194 0.15217 1.74520
H 2.40309 -5.25287 0.76781
H 1.66194 1.86864 -0.28279
H -2.13673 -4.53226 -0.96290
H -1.04719 -5.71068 -1.72837
H 4.07343 2.59214 -1.68865
H 0.67662 2.98373 1.68968
H -1.22750 4.15102 -1.18601
H 1.88545 -1.26688 1.67082
H 1.73193 5.59309 -0.18864
H -6.15377 -4.51468 0.38946
H 5.52314 3.98000 -2.62916
H 4.28673 4.39577 -3.84900
H 2.32398 4.21346 0.85447
H 0.62476 1.77241 -5.24031
H -0.02043 3.16425 -2.11014
H 2.54557 4.22304 -0.94452
H 3.58802 0.85439 -5.45975
H -3.14970 -0.39472 -3.55777
H -0.76141 -5.08148 2.27051
H 0.49187 -3.87188 2.50961
H -1.92918 2.84565 -3.61024
H 0.93378 -0.02035 -5.32397
H 3.58587 2.61668 -5.44307
H -3.79821 -2.35932 -0.20518
H 2.20678 -5.33560 -0.99188
H 0.04841 0.10378 4.55592
H 5.28160 -1.50554 -0.10390
H 1.64857 0.74323 5.06636
H -1.13445 -3.38454 1.96849
H -1.71361 -6.04740 -0.11549
H 1.41367 -6.52010 0.04723
H -2.30904 1.98769 -2.13318
H -5.15383 -1.64612 2.91791

Its total charge is -1. Its total energy is -83173.870 eV.

(5)
C27H54F2N3O4 | ωB97M-V/def2-TZVPD

Cartesian coordinates (Å):
F -3.84509 2.02649 1.39511
F -4.37376 -2.29457 4.10007
O 2.81615 1.43252 2.14277
O 0.32962 1.70531 -4.48096
O 2.48592 -1.03163 -1.85556
O -3.47707 0.24652 -5.57572
N -2.85433 0.79186 3.19986
N -0.74368 1.33905 4.12335
N -0.99517 -0.90269 3.47838
C 0.97406 -2.28568 5.85047
C -4.40362 -0.90784 -3.72613
C 4.50479 0.92576 0.55681
C -3.69974 0.36321 -4.16554
C 4.08669 1.77717 2.71675
C 0.35281 1.46861 -5.89752
C -3.73496 -1.10666 -5.97617
C -3.29208 -1.75663 3.38287
C 0.66389 1.06206 4.56865
C -3.85139 -1.92551 -4.70399
C 3.03894 0.74668 0.89918
C -2.65106 1.70908 2.01246
C 3.12796 -1.45312 -3.06846
C -3.68236 -0.36231 2.76430
C 0.22530 3.11721 -4.24978
C 1.75393 -0.89568 5.83965
C 0.48402 3.79961 -5.58024
C -1.65934 1.10544 0.92065
C 5.14000 1.01722 1.93138
C 1.06673 -1.13644 -2.02155
C 1.95814 -3.48389 6.23666
C 2.06148 -2.11819 -3.91880
C 0.81349 -1.36666 -3.49828
C -1.97708 -1.75446 4.24045
C -1.52630 0.43056 3.59799
C 0.77351 0.36752 5.99184
C -0.03728 2.77274 -6.56615
H 0.37637 2.87641 -7.56937
H -2.14140 2.63265 2.40901
H -0.19498 -0.00413 6.40655
H -4.73448 -0.14993 3.11573
H 2.27163 -2.05934 -4.98694
H 0.71977 -1.98597 -1.42032
H 1.55920 3.94158 -5.72519
H 1.20181 2.05020 4.63440
H -0.78817 3.32467 -3.88821
H -5.48364 -0.80524 -3.86681
H 6.11091 1.51244 1.93478
H -4.28608 1.26115 -3.96057
H 2.14480 -3.43724 7.33725
H -0.00203 4.77221 -5.66036
H -2.85916 -2.25331 -4.37797
H 3.95597 -2.12364 -2.83150
H 0.93813 3.41580 -3.47824
H 1.37056 1.16940 -6.17214
H 1.31484 1.08263 6.66394
H -4.67155 -1.11696 -6.54296
H -3.11561 -2.46764 2.52179
H 1.96952 -3.17421 -3.64621
H -1.05894 2.30350 4.23702
H -1.01091 -1.23324 2.50930
H -1.56880 -2.78447 4.40655
H -1.73211 -0.02068 0.86007
H -1.12652 2.84535 -6.63638
H 3.53063 -0.56238 -3.56212
H 5.26620 0.01363 2.34897
H -0.32867 0.65147 -6.14321
H 0.58586 -0.22703 -1.65051
H 2.88716 -3.41750 5.61274
H -2.72247 0.46517 -3.67810
H -2.93094 -1.45508 -6.62725
H 0.76350 -0.40854 -4.02104
H 4.65066 1.86624 0.01750
H 1.14136 0.48381 3.73811
H 4.09082 1.52449 3.77986
H -4.21816 -1.15726 -2.68018
H -4.47979 -2.80857 -4.82224
H -1.96610 1.47594 -0.10026
H 4.21896 2.85945 2.61519
H -0.11290 -1.91003 -3.69192
H 2.79145 -0.30968 1.04884
H 0.08524 -2.22513 6.52867
H 2.32984 -0.87435 4.87697
H -0.59450 1.40552 1.08678
H 4.89883 0.11664 -0.05720
H 0.67364 -2.49300 4.78487
H 2.52694 -0.92622 6.66172
H -3.75896 -0.49094 1.65282
H -2.17950 -1.28406 5.24349
H 1.46201 -4.46053 5.96687
H 2.37664 1.15328 0.13264

Its total charge is +1. Its total energy is -46960.826 eV.